C22H25O4Pt | ωB97M-V/def2-TZVPD

Last column: Löwdin spin population.
CARTESIAN COORDINATES (ANGSTROEM)
Pt1 0.23708 0.46262 0.22145  1.1815
C1 2.21693 0.73997 0.92015  0.0103
C2 2.32756 -0.17862 -0.21743  0.1033
C3 2.47082 0.63629 -1.40299  0.1761
H1 2.55752 -1.23186 -0.10347  0.0038
C4 2.25531 1.98462 -1.06124  0.0773
C5 1.98046 2.06872 0.34444  0.2179
H2 1.81699 2.96167 0.94337  0.0085
H3 2.44583 0.48200 1.94687  0.0004
H4 2.79775 0.24809 -2.36532  0.0092
H5 2.36226 2.83184 -1.73786  0.0011
C6 -1.95341 0.46851 0.46847  0.0577
C7 -1.32491 1.73154 0.91529  0.0214
C8 -1.00225 2.46918 -0.29779  0.1687
H6 -1.26114 2.07796 1.94281  0.0023
C9 -1.65858 1.82586 -1.39594  0.1226
C10 -2.21255 0.60725 -0.94927  0.2387
H7 -2.82806 -0.07961 -1.52732  0.0129
H8 -2.41121 -0.24857 1.14253  0.0035
H9 -0.48551 3.42733 -0.32397  0.0059
H10 -1.79303 2.24713 -2.39307  0.0039
O1 0.15829 -1.54606 -0.89260  0.4404
C11 -0.13325 -0.21626 -4.79368  0.4943
C12 0.46297 -1.41374 -4.14976  -0.0120
C13 0.63711 1.01771 -4.54799  0.0741
C14 -1.60210 -0.20621 -4.58117  0.0678
C15 0.51848 -1.81946 -2.14825  0.2043
H11 1.50271 -1.59327 -4.41456  0.0016
H12 0.03779 -2.35065 -4.50571  0.0039
H13 -0.06867 -2.73667 -2.38933  0.0347
H14 1.62100 -2.06424 -2.29066  0.0202
H15 0.71050 1.67205 -5.40369  0.0158
H16 1.62789 0.80419 -4.17883  0.0000
H17 0.22962 1.60507 -3.72490  0.0159
H18 -2.17537 -0.25446 -5.49424  0.0177
H19 -1.96929 0.62986 -4.00098  0.0071
H20 -1.90835 -1.04632 -3.96843  0.0042
O2 0.45513 0.89661 3.43848  -0.0031
C16 -0.09423 -0.08533 4.19275  -0.0006
C17 -0.43532 0.26742 5.51255  0.0002
C18 -1.00766 -0.67267 6.35351  -0.0006
C19 -1.27570 -1.96442 5.87796  0.0000
C20 -0.93717 -2.30979 4.57377  -0.0008
C21 -0.30730 -1.39706 3.72480  -0.0003
C22 0.27994 -1.92902 2.43555  0.0165
O3 0.98787 -2.93140 2.53757  0.0394
O4 -0.07314 -1.34810 1.34534  0.1341
H21 0.54367 0.59608 2.49995  -0.0020
H22 -0.22558 1.28909 5.82674  0.0000
H23 -1.24619 -0.40029 7.38109  0.0000
H24 -1.73716 -2.71085 6.52470  0.0000
H25 -1.11438 -3.31371 4.19031  -0.0001

Forces on atoms 1 to 3 (eV/Å):
-0.95 -2.62 -0.04
0.76 0.19 -1.55
1.29 1.45 1.09

2S+1: 5
Net charge: -1
Lowest unoccupied orbital energy (spin up / spin down) (eV): 2.68 / 1.51
HOMO energy (spin up / spin down) (eV): -3.603 / -4.259
Frontier orbital gap (spin up / spin down) (eV): 6.28 / 5.77